(1)
The following is a DFT calculation (ωB97M-V/def2-TZVPD) of a molecular structure, C21H57NO8 in a non-equilibrium geometry.

Values from the calculation:
HOMO energy = -9.37 eV
Relative energy (zero: lowest compared OMol25 entry of this formula, charge and spin) = 225.4 kcal/mol
Net charge = 0
HOMO-LUMO gap = 0.3586 hartree

XYZ file:
```
87
C21H57NO8 (ωB97M-V/def2-TZVPD)
C 34.66956 -48.96850 35.56819
C 33.38192 -48.55523 36.37636
O 32.31527 -48.67905 35.87566
N 33.56717 -47.95937 37.79935
H 33.65850 -48.69710 38.52509
H 34.48712 -47.48227 37.62126
C 32.50530 -46.97653 38.11257
H 35.55362 -49.06294 36.04929
H 34.88117 -48.09244 34.84579
H 34.34910 -49.73746 35.08480
H 32.55086 -46.54145 39.12797
H 31.51375 -47.50631 38.23547
H 32.53971 -46.22667 37.27406
O 35.95559 -46.61030 37.28978
H 36.44506 -47.41646 36.97750
C 37.63497 -45.12005 33.75500
C 36.58804 -46.23547 33.73560
C 36.24530 -46.82744 32.42817
O 36.97502 -47.24110 34.67637
H 37.23741 -44.17694 33.12280
H 38.74411 -45.38193 33.49414
H 37.74650 -44.74940 34.63932
H 35.74114 -45.66414 34.16858
H 36.98385 -47.43095 32.04006
H 36.17323 -46.05348 31.79997
H 35.26253 -47.08455 32.37856
H 36.72492 -46.81042 35.51039
C 31.06330 -46.00513 33.54935
C 32.19619 -45.20947 33.45307
C 32.20858 -44.33252 32.20089
O 32.31750 -44.46559 34.56093
H 30.75355 -46.70764 32.82778
H 30.09972 -45.41067 33.63717
H 31.19026 -46.48005 34.33070
H 33.13701 -45.79305 33.35000
H 31.26191 -43.60639 32.16827
H 32.27896 -45.12268 31.46448
H 33.17335 -43.74211 32.20743
H 33.28205 -44.41634 34.94443
C 35.06519 -44.82446 40.74400
C 35.85527 -45.94993 41.11836
C 35.55739 -46.61716 42.53985
O 35.66653 -46.97170 40.04599
H 34.16259 -45.09226 40.40919
H 35.81213 -44.02068 39.97347
H 34.86542 -44.02149 41.44463
H 36.90648 -45.76054 40.87887
H 36.02451 -45.92382 43.31069
H 36.15490 -47.41058 42.70290
H 34.40579 -46.90222 42.61360
H 35.87685 -46.52433 39.25322
C 32.95291 -49.24827 41.14824
C 33.08721 -50.60723 40.31489
C 31.83916 -50.79826 39.36090
O 34.16963 -50.66146 39.48600
H 32.08199 -49.18783 41.49114
H 33.07917 -48.46907 40.46218
H 33.77324 -49.13959 41.73637
H 32.79904 -51.40996 40.97369
H 30.89742 -50.51485 39.84175
H 31.61124 -51.89257 38.99007
H 31.85714 -50.03587 38.46446
H 35.14135 -50.38099 39.96729
C 28.74481 -43.34312 35.42918
C 29.50761 -43.71570 36.70072
C 28.62484 -43.97340 37.88583
O 30.21292 -44.93001 36.37125
H 29.37441 -43.43713 34.42229
H 28.15104 -42.45670 35.42565
H 27.86116 -44.29595 35.27980
H 29.94906 -42.75170 36.75173
H 27.98613 -43.20018 38.08977
H 29.31497 -44.26926 38.64913
H 27.93010 -44.75460 37.41354
H 30.87718 -44.69072 35.81225
C 35.24747 -42.50639 35.80512
C 34.76764 -43.57324 36.90583
C 33.49470 -43.12291 37.58176
O 34.63182 -44.73102 36.25840
H 34.46547 -42.44692 34.97098
H 36.24769 -42.87681 35.58943
H 35.34382 -41.51258 36.37516
H 35.66691 -43.66401 37.58521
H 33.63075 -42.19194 38.12208
H 33.13593 -43.80584 38.34689
H 32.68634 -42.75114 36.95014
H 35.17629 -45.38241 36.79367
```

---

(2)
The following is a DFT calculation (ωB97M-V/def2-TZVPD) of 7 unconnected molecules or ions with the total composition C21H58N4O13 in a non-equilibrium geometry.

Values from the calculation:
HOMO energy = -9.05 eV
Relative energy (zero: lowest compared OMol25 entry of this formula, charge and spin) = 84.6 kcal/mol
Net charge = 0
SMILES = COCCNCCOC.COCCNCCOC.NC(N)=O.OCCO.OCCO.OCCO.OCCO
HOMO-LUMO gap = 0.3453 hartree

XYZ file:
```
96
C21H58N4O13 (ωB97M-V/def2-TZVPD)
C 5.39444 -2.37458 3.75642
O 5.63185 -3.78559 3.86645
C 5.77389 -4.11486 5.29150
C 6.56753 -5.43447 5.49999
N 7.83870 -5.30856 4.77527
C 8.43285 -6.62955 4.59449
C 9.79001 -6.51290 3.84868
O 9.57999 -6.06212 2.47056
C 9.26903 -7.04206 1.59767
H 6.31611 -1.87824 4.06018
H 4.54368 -2.01934 4.33791
H 5.34009 -2.06843 2.71171
H 4.78593 -4.11786 5.75194
H 6.24850 -3.30412 5.84425
H 5.91268 -6.21399 5.11061
H 6.81953 -5.62070 6.54398
H 7.61806 -4.93574 3.86291
H 7.79447 -7.39686 4.15653
H 8.54272 -7.06824 5.58624
H 10.34982 -7.44621 3.90901
H 10.28322 -5.68258 4.35405
H 8.47907 -7.59627 2.10454
H 10.01047 -7.83652 1.51282
H 9.03557 -6.66547 0.60179
C -3.97145 2.79748 4.37691
O -2.98228 3.64041 3.80370
C -2.67830 4.82231 4.60038
C -1.47651 5.58342 4.02203
N -0.23990 4.72794 4.22429
C 1.00931 5.38384 3.88278
C 1.31429 5.75155 2.44040
O 1.74252 4.54074 1.83444
C 1.75122 4.60514 0.42538
H -3.57389 2.38550 5.30445
H -4.08793 1.91660 3.74557
H -4.94465 3.27654 4.48411
H -2.49975 4.52328 5.63324
H -3.51187 5.51700 4.70364
H -1.34524 6.52135 4.56164
H -1.65860 5.94561 3.01021
H -0.29974 3.88762 3.66720
H 1.78831 4.67308 4.15857
H 1.32105 6.17555 4.56405
H 2.11212 6.49417 2.42993
H 0.45922 6.25553 1.98989
H 0.76609 4.59608 -0.04102
H 2.34433 3.78235 0.02621
H 2.32292 5.45267 0.04728
N -1.89576 0.16529 1.21482
C -2.33243 0.48431 0.03769
N -3.17753 1.46653 0.01330
O -2.03947 -0.12343 -0.94452
H -1.22982 -0.56639 1.41799
H -2.22055 0.75002 1.97160
H -3.38858 1.95943 0.86922
H -3.49949 1.66682 -0.92284
O -10.03177 -0.78216 -1.88008
C -9.44970 0.36381 -1.33205
C -10.48668 1.49248 -1.01295
O -11.17254 1.81789 -2.29386
H -10.64709 -1.15373 -1.24375
H -8.78548 0.03982 -0.53084
H -8.87346 0.72494 -2.18389
H -9.85536 2.30578 -0.65509
H -11.20028 1.17141 -0.25414
H -11.97877 2.28139 -2.05563
O -2.31741 -1.42823 -7.16702
C -1.52718 -0.97984 -8.25480
C -0.44413 -2.06580 -8.67372
O 0.50575 -1.74185 -9.69032
H -1.88586 -1.27046 -6.32412
H -2.20057 -0.86180 -9.10373
H -1.02300 -0.02764 -8.08984
H -1.05511 -2.92890 -8.93802
H 0.09154 -2.18133 -7.73148
H 0.00266 -1.32272 -10.39233
O -6.81223 6.08511 -7.96064
C -6.80253 4.84639 -7.23018
C -5.94271 4.57824 -6.01991
O -6.36473 5.34234 -4.93031
H -7.51807 6.61979 -7.58982
H -7.82232 4.56165 -6.97126
H -6.54183 4.11742 -7.99748
H -4.93219 4.96069 -6.16372
H -6.05790 3.54304 -5.69868
H -5.95359 6.20834 -4.98140
O 2.34417 -4.03408 -0.16112
C 3.07173 -4.47730 -1.27173
C 3.85777 -3.27088 -1.87471
O 3.02016 -2.36060 -2.62552
H 3.01472 -3.67456 0.42431
H 3.81406 -5.20144 -0.93607
H 2.56783 -4.86724 -2.15611
H 4.62666 -3.58012 -2.58274
H 4.28031 -2.70259 -1.04609
H 2.24925 -2.09038 -2.12127
```